Formula: C5H9NO
Source: the Open Molecules 2025 dataset
Level of theory: ωB97M-V/def2-TZVPD

Values from the calculation:
HOMO energy = -9.578 eV
Energy above the lowest of the compared OMol25 structures with the same formula, charge and spin = 62.9 kcal/mol
Spin multiplicity = 1
Orbital gap = 10.56 eV
SMILES = O[C@H]1C[C@@H]2N[C@@H]2C1

Cartesian coordinates (Å):
O 1.65608 -0.24247 1.76484
C 0.72630 -0.59905 0.76233
C -0.72287 -0.28986 1.14413
C -1.31631 0.16950 -0.16032
N -0.95809 -0.69660 -1.29025
C -0.26338 0.57665 -1.12306
C 1.09068 0.34796 -0.53872
H 1.91952 0.40825 1.10614
H 0.86358 -1.63726 0.45171
H -1.23806 -1.15922 1.57085
H -0.74794 0.51431 1.89394
H -2.28028 0.66349 -0.16361
H -1.64595 -0.62107 -2.02784
H -0.44436 1.38999 -1.81970
H 1.78623 -0.17330 -1.21139
H 1.57485 1.34868 -0.35906

Listed below, in e, are the natural (NBO) charges computed for each atom: -0.714 0.112 -0.446 -0.078 -0.607 -0.096 -0.480 0.481 0.186 0.222 0.221 0.203 0.359 0.205 0.226 0.206


Formula: C48H128N8O16
Source: the Open Molecules 2025 dataset
Level of theory: ωB97M-V/def2-TZVPD

Values from the calculation:
HOMO energy (spin up / spin down) = -9.991 / -9.991 eV
Net charge = +1
Spin multiplicity = 2
Orbital gap (spin up / spin down) = 7.63 / 2.38 eV

Cartesian coordinates (Å):
C 2.59536 -2.46398 5.36402
C 1.48313 -1.56773 4.72593
O 0.45407 -2.37043 4.17281
H 2.16092 -3.02607 6.19072
H 3.49560 -1.91731 5.64475
H 2.92673 -3.13247 4.56940
H 1.83022 -0.91427 3.92555
H 1.07664 -0.93310 5.51340
H 0.71227 -2.69841 3.30831
C 0.13077 5.46728 -2.80323
C -0.64833 5.98996 -1.61819
O -1.75298 6.77767 -2.00865
H -0.50948 5.08415 -3.59783
H 0.83315 4.70329 -2.46994
H 0.70042 6.31207 -3.19045
H 0.12976 6.47874 -1.03189
H -1.08277 5.22576 -0.97371
H -1.38307 7.45502 -2.57958
C -7.07145 1.52215 -1.17952
C -6.65495 1.84563 0.23936
O -5.24784 1.57254 0.33136
H -8.15979 1.55687 -1.22881
H -6.68115 0.51449 -1.32230
H -6.74282 2.31981 -1.84573
H -7.20279 1.09844 0.81354
H -6.95463 2.84630 0.55075
H -4.92169 2.04925 1.09816
C -3.73474 4.59786 -3.62476
C -4.28389 4.15800 -2.23454
O -4.06721 2.73574 -2.16383
H -4.17240 5.56836 -3.85857
H -4.05328 3.95033 -4.44167
H -2.64563 4.59329 -3.66885
H -5.35742 4.33115 -2.15931
H -3.77281 4.67969 -1.42539
H -4.42798 2.40810 -1.33674
C 1.92288 5.50934 1.03366
O 2.51364 4.60996 1.95470
C 1.63231 3.64759 2.53429
C 2.23331 2.74707 3.63261
N 3.16450 1.76664 3.02787
C 4.07192 1.09465 3.98870
C 4.92083 0.05017 3.19594
O 5.84761 0.71462 2.28658
C 6.73575 -0.13840 1.61918
H 1.63082 4.99107 0.12033
H 2.66033 6.30450 0.92415
H 0.97804 5.97568 1.31278
H 1.34945 3.00475 1.70072
H 0.80364 4.19724 2.98070
H 1.46501 2.10041 4.05647
H 2.70236 3.27394 4.46358
H 3.75729 2.19127 2.32902
H 3.47636 0.55852 4.72761
H 4.68606 1.83656 4.49910
H 4.27655 -0.72852 2.78773
H 5.49889 -0.51627 3.92607
H 7.25569 -0.79300 2.31865
H 7.54982 0.28658 1.03200
H 6.15043 -0.77798 0.95854
C 7.27867 -5.59832 0.10966
O 5.99779 -5.91858 0.57856
C 5.05811 -4.86004 0.37239
C 5.34376 -3.44815 1.12524
N 5.07139 -3.38860 2.54425
C 5.93318 -4.35191 3.28896
C 5.75217 -4.14830 4.81767
O 6.14531 -2.83932 5.12434
C 7.52372 -2.59378 5.09459
H 7.77678 -4.80293 0.66406
H 7.22265 -5.36452 -0.95349
H 8.03709 -6.37831 0.17690
H 4.04990 -5.20952 0.59481
H 5.02799 -4.57437 -0.67907
H 4.64036 -2.74203 0.68399
H 6.35301 -3.09792 0.90877
H 5.18694 -2.46454 2.93521
H 6.99992 -4.30821 3.06930
H 5.63593 -5.37982 3.08122
H 6.23602 -4.88837 5.45506
H 4.69748 -4.23460 5.07899
H 7.69649 -1.62108 5.55512
H 7.84958 -2.48827 4.05979
H 8.13258 -3.43312 5.43061
C -1.12998 1.49394 -4.01673
O -0.77735 1.57697 -5.41690
C -1.44519 2.59810 -6.13093
C -0.96086 2.71636 -7.60565
N -1.13015 1.47789 -8.35065
C -0.99451 1.54465 -9.79900
C -1.39831 0.19909 -10.32883
O -2.67005 -0.25259 -9.90196
C -3.05001 -1.56054 -10.33926
H -2.13324 1.10508 -3.84250
H -0.83476 2.40952 -3.50423
H -0.44073 0.78838 -3.55282
H -1.20585 3.50782 -5.58025
H -2.53394 2.54604 -6.13049
H 0.07772 3.04718 -7.61033
H -1.44174 3.57654 -8.07143
H -2.00973 1.00341 -8.20475
H -0.01060 1.85458 -10.15108
H -1.71614 2.23301 -10.23889
H -0.70249 -0.61079 -10.10964
H -1.31248 0.25672 -11.41391
H -3.96167 -1.84240 -9.81247
H -2.29098 -2.31861 -10.14613
H -3.33162 -1.67885 -11.38558
C -2.10239 0.20316 4.26580
O -3.05460 1.21746 4.00208
C -4.39090 0.69192 3.68498
C -5.53526 1.77218 3.65398
N -5.11633 2.87616 2.73493
C -5.98356 4.04308 3.00936
C -5.52083 5.30122 2.24820
O -4.16673 5.58093 2.50337
C -3.73989 6.72989 1.73926
H -1.11831 0.63943 4.43714
H -2.09029 -0.56053 3.48817
H -2.38467 -0.24491 5.21851
H -4.75724 -0.09379 4.34570
H -4.35979 0.23627 2.69528
H -5.63056 2.01602 4.71207
H -6.49528 1.36382 3.33821
H -4.20841 3.21054 3.02466
H -6.00489 4.36740 4.04978
H -7.00693 3.77201 2.74988
H -6.09538 6.17398 2.55847
H -5.78362 5.20548 1.19468
H -2.82413 7.17648 2.12663
H -4.47104 7.53823 1.74834
H -3.47808 6.46112 0.71587
C 0.69451 -0.41293 -0.86529
C 1.07619 0.57627 0.23638
C -0.21535 0.96888 1.04015
O -0.90834 2.05777 0.37834
C -1.95045 2.67695 1.14481
N 2.01418 -0.18222 1.05002
H 0.01840 -0.03637 -1.63285
H 0.08497 -1.18396 -0.39405
H 1.51322 -1.04195 -1.21482
H 1.64079 1.37081 -0.25151
H 0.14301 1.28891 2.01854
H -0.86804 0.10222 1.14490
H -1.58821 2.95381 2.13487
H -2.85948 2.10347 1.32614
H -2.24729 3.56544 0.58754
H 2.42297 0.40404 1.76367
H 2.75609 -0.58569 0.49605
C -7.15646 -3.26353 1.99459
C -6.23805 -3.30900 0.75487
C -5.02006 -2.31071 0.91908
O -4.01702 -2.32888 -0.16465
C -3.07102 -1.29604 -0.01963
N -5.64743 -4.61307 0.57213
H -7.95308 -3.99403 1.85365
H -7.63699 -2.28878 2.07865
H -6.57301 -3.56986 2.86283
H -6.86095 -3.11913 -0.11922
H -4.58765 -2.60862 1.87426
H -5.46686 -1.31989 1.00122
H -2.27904 -1.53566 -0.72917
H -2.57058 -1.42538 0.94001
H -3.45818 -0.28844 -0.17115
H -5.07980 -4.50664 -0.25646
H -6.28672 -5.34599 0.29968
C 4.90613 0.31456 -1.89186
C 5.45402 -1.09373 -2.01343
C 4.52394 -2.14527 -2.65370
O 3.35456 -2.35390 -1.90889
C 2.46588 -3.35576 -2.35261
N 6.68097 -1.04037 -2.76289
H 3.96039 0.38903 -1.35510
H 4.58671 0.61317 -2.89030
H 5.69514 0.94503 -1.48188
H 5.70774 -1.38057 -0.99292
H 5.09691 -3.07241 -2.66850
H 4.24846 -1.84619 -3.66502
H 2.28584 -3.23879 -3.42125
H 1.59454 -3.26292 -1.70433
H 2.83851 -4.37737 -2.27803
H 7.11363 -0.13897 -2.62015
H 6.63956 -1.10549 -3.76994
C 1.38377 -5.73679 2.11673
C 1.00988 -4.54530 1.22349
C -0.48007 -4.43819 0.99833
O -0.91762 -5.65790 0.41975
C -2.22714 -5.66792 0.00131
N 1.54069 -3.33173 1.83530
H 0.91866 -6.66581 1.78704
H 1.11738 -5.67095 3.17163
H 2.44703 -5.97281 2.07363
H 1.49726 -4.75795 0.27200
H -0.63595 -3.59916 0.32023
H -1.09756 -4.29074 1.88437
H -2.60765 -6.68596 -0.08185
H -2.33698 -5.08094 -0.91055
H -2.81118 -5.11682 0.73839
H 1.48806 -2.53561 1.21602
H 2.52777 -3.53631 1.89802

Atomic partial charges in e from the Mulliken method, atoms 1 to 99: -0.651 0.583 -0.609 0.409 0.336 -0.301 -0.571 0.441 0.161 -1.162 0.380 -0.478 0.187 0.267 0.461 0.342 -0.315 0.310 -1.288 0.029 0.152 0.432 0.260 0.227 0.180 0.221 0.000 -1.016 0.514 -0.375 0.489 0.367 -0.164 0.343 -0.194 -0.038 -0.705 -0.457 -0.104 -0.947 -0.133 -1.436 0.877 -0.497 0.214 0.202 0.358 0.326 0.129 0.494 0.169 0.545 0.237 0.316 0.529 -0.457 0.378 0.056 0.401 -0.398 -0.620 -0.426 -0.233 0.184 1.438 -0.499 -1.050 -0.237 -0.717 0.179 0.296 0.298 -0.319 0.200 -0.920 0.977 -0.743 0.340 0.421 0.420 0.255 0.245 0.184 0.381 -0.174 -0.456 0.058 -0.874 0.214 -0.495 -0.692 -0.363 -0.753 0.336 0.086 0.068 0.014 0.322 0.401


Formula: C5H11N
Source: the Open Molecules 2025 dataset
Level of theory: ωB97M-V/def2-TZVPD

Values from the calculation:
HOMO energy = -8.718 eV
Energy above the lowest of the compared OMol25 structures with the same formula, charge and spin = 70.2 kcal/mol
Spin multiplicity = 1
Orbital gap = 9.71 eV
SMILES = CN1CC1(C)C

Cartesian coordinates (Å):
C -0.78123 1.27067 -1.13837
N -0.46705 1.22420 0.31961
C 0.68730 0.94300 0.97140
C 0.09341 -0.23855 0.29830
C -0.70701 -1.18979 1.14811
C 0.92847 -0.90334 -0.77572
H 0.07684 1.45358 -1.76956
H -1.40366 0.55039 -1.65040
H -1.35477 2.18145 -0.98642
H 0.57188 1.00929 2.04919
H 1.64094 1.27863 0.56987
H -0.03915 -1.88483 1.67114
H -1.38786 -1.78433 0.52766
H -1.29920 -0.64403 1.88830
H 1.63197 -1.59604 -0.30067
H 0.29760 -1.48305 -1.46111
H 1.51151 -0.18725 -1.36133

Listed below, in e, are the natural (NBO) charges computed for each atom: -0.424 -0.426 -0.227 0.087 -0.616 -0.632 0.176 0.198 0.214 0.201 0.170 0.203 0.202 0.225 0.227 0.207 0.216